Here is a structure of composition C6H11NO at a distorted geometry from the Open Molecules 2025 dataset. Energies are from ωB97M-V/def2-TZVPD.

The geometry in XYZ format:
```
19
Properties=species:S:1:pos:R:3:mulliken_charge:R:1
C -0.045 1.498 -1.010 -1.51
C 2.338 -0.598 -0.144 -1.17
C -0.502 0.728 0.202 1.02
C -1.152 -0.573 0.083 0.03
N -2.520 -0.800 0.089 -0.53
C -0.089 -1.429 0.084 -0.82
C 0.991 -0.577 0.527 -0.07
O -1.021 1.629 1.133 -0.59
H -1.308 1.135 1.910 0.38
H -3.117 0.011 0.098 0.24
H -2.866 -1.581 0.624 0.21
H -0.024 -2.450 -0.272 0.42
H 1.032 -0.333 1.585 0.37
H 0.101 0.823 -1.850 0.35
H -0.789 2.258 -1.268 0.41
H 0.891 2.026 -0.823 0.30
H 2.664 0.418 -0.393 0.25
H 3.107 -1.026 0.503 0.36
H 2.308 -1.160 -1.080 0.34
```

charge: 0
HOMO-LUMO gap: 8.656 eV
2S+1: 1
HOMO: -7.81 eV
maximum force: 0.035 hartree/bohr
energy relative to the best compared isomer or geometry (same formula, charge and spin): 2.6863 eV
LUMO: 0.845 eV

=====

Here is a cluster of 14 separate species, C4H36NO14S in total at a distorted geometry from the Open Molecules 2025 dataset. Energies are from ωB97M-V/def2-TZVPD.

The geometry in XYZ format:
```
56
Properties=species:S:1:pos:R:3:mulliken_charge:R:1
C -1.715 1.605 -2.856 -1.54
C -0.768 0.691 -2.067 0.87
C -1.152 -0.726 -2.533 -0.70
S -2.407 -1.743 -1.970 -0.28
N -0.980 0.916 -0.630 0.15
C -0.472 -0.104 0.322 -0.31
O -1.403 -1.057 0.906 0.15
H -1.596 2.512 -2.276 0.42
H -1.251 1.858 -3.810 0.42
H -2.771 1.345 -3.004 0.34
H 0.282 0.780 -2.354 -0.13
H -0.774 -1.228 -3.396 0.49
H -2.203 -1.281 0.250 0.08
H -3.582 -1.749 -2.562 0.16
H -1.956 1.080 -0.406 0.47
H 0.190 -0.821 -0.165 -0.26
H -0.131 0.424 1.220 0.01
H 2.795 1.956 1.868 0.47
H 3.323 2.175 0.354 0.39
O 3.190 2.586 1.234 -0.76
H -2.576 3.143 2.299 0.29
H -1.024 3.019 1.695 0.36
O -1.718 2.723 2.304 -0.70
H 2.801 0.794 -1.864 0.38
H 2.079 1.733 -0.933 0.30
O 2.892 1.684 -1.447 -0.75
H -1.652 -2.439 4.082 0.19
H -1.517 -2.066 2.441 0.30
O -1.571 -1.798 3.366 -0.66
H 2.334 -0.924 -4.037 0.28
H 1.991 0.142 -5.009 0.32
O 2.682 -0.509 -4.839 -0.61
H 3.534 -1.740 -2.150 0.24
H 1.976 -1.720 -1.671 0.34
O 2.685 -1.295 -2.172 -0.58
H 0.193 -1.857 3.034 0.44
H 1.185 -2.141 1.959 0.37
O 1.175 -1.769 2.868 -0.76
H 2.424 -2.964 -3.310 0.34
H 0.912 -3.487 -3.181 0.31
O 1.838 -3.720 -3.099 -0.63
H 1.574 -0.150 2.805 0.41
H 1.099 1.069 3.428 0.29
O 1.823 0.820 2.840 -0.76
H -0.365 -2.989 0.307 0.29
H -0.161 -4.101 1.455 0.27
O 0.205 -3.327 1.023 -0.64
H -1.619 1.562 3.596 0.44
H -1.727 0.025 3.925 0.35
O -1.379 0.872 4.229 -0.63
H -2.771 1.275 2.146 0.36
H -2.686 -0.106 1.697 0.29
O -3.348 0.619 1.678 -0.76
H 1.506 3.430 0.893 0.39
H 0.024 3.390 0.355 0.25
O 0.562 3.583 1.161 -0.76
```

charge: 0
HOMO-LUMO gap (spin up / spin down): 9.332 / 8.410 eV
2S+1: 2
HOMO (spin up / spin down): -9.78 / -10.39 eV
maximum force: 0.075 hartree/bohr
LUMO (spin up / spin down): -0.449 / -1.984 eV

=====

Here is a cluster of 3 separate species, C13H24N4O6 in total at a distorted geometry from the Open Molecules 2025 dataset. Energies are from ωB97M-V/def2-TZVPD.

The geometry in XYZ format:
```
47
Properties=species:S:1:pos:R:3:mulliken_charge:R:1
C -3.701 -1.671 0.636 -0.72
C -4.518 -0.987 -0.646 -0.01
O -5.141 0.300 -0.222 -0.53
C -3.322 -0.606 -1.751 -0.27
O -2.685 -1.841 -2.317 -0.30
C -1.411 -1.364 -2.879 0.17
C -0.088 -0.880 -2.039 -0.42
N 0.935 -0.438 -3.063 0.02
C 0.445 -0.604 -4.486 -0.19
N -0.964 -1.169 -4.317 0.31
C -1.757 -1.461 -5.575 0.20
O -1.325 -2.493 -6.352 -0.58
O -2.920 -0.666 -6.027 -0.61
H -2.575 -1.328 0.677 0.07
H -4.223 -1.358 1.636 0.32
H -3.688 -2.834 0.438 0.27
H -5.310 -1.708 -1.124 0.34
H -4.458 0.882 0.245 0.33
H -3.742 0.011 -2.659 0.30
H -2.560 0.064 -1.153 0.10
H -0.089 -0.885 -0.869 0.52
H 1.824 -0.072 -2.657 0.38
H 1.051 -0.324 -5.453 0.37
C 2.803 2.455 -1.322 0.06
O 2.927 1.393 -1.919 -0.65
N 1.958 2.678 -0.255 0.18
C 1.868 3.966 0.401 -0.93
C 1.133 1.589 0.227 -0.66
H 3.383 3.347 -1.607 0.28
H 2.138 3.847 1.454 0.33
H 0.839 4.330 0.325 0.33
H 2.541 4.692 -0.062 0.31
H 1.780 0.763 0.537 0.20
H 0.488 1.244 -0.587 0.07
H 0.520 1.914 1.072 0.42
C 1.530 -0.931 3.007 0.13
O 0.334 -0.692 2.910 -0.64
N 2.259 -0.906 4.177 0.11
C 3.676 -1.201 4.210 -0.92
C 1.586 -0.572 5.415 -0.94
H 2.138 -1.196 2.126 0.33
H 3.844 -2.060 4.867 0.33
H 4.211 -0.331 4.601 0.34
H 4.054 -1.435 3.211 0.30
H 0.783 -1.294 5.589 0.30
H 1.148 0.426 5.324 0.29
H 2.287 -0.592 6.254 0.37
```

charge: 0
HOMO-LUMO gap: 7.499 eV
2S+1: 1
HOMO: -7.88 eV
maximum force: 0.184 hartree/bohr
energy relative to the best compared isomer or geometry (same formula, charge and spin): 9.0227 eV
LUMO: -0.379 eV

=====

Here is an isolated molecule of C4H5NOS at a distorted geometry from the Open Molecules 2025 dataset. Energies are from ωB97M-V/def2-TZVPD.

The geometry in XYZ format:
```
12
Properties=species:S:1:pos:R:3:mulliken_charge:R:1
S -2.912 0.003 0.009 -0.34
C -1.313 0.247 -0.171 0.06
N -0.672 1.483 0.009 -0.09
O 0.743 1.464 0.012 -0.32
C 1.063 0.113 -0.396 0.00
C 0.866 -0.997 0.568 -0.61
C -0.212 -0.692 -0.509 -0.23
H -1.039 2.176 0.677 0.26
H 1.891 0.093 -1.093 0.35
H 0.570 -0.591 1.561 0.21
H 1.439 -1.890 0.599 0.32
H -0.424 -1.411 -1.267 0.39
```

charge: 0
HOMO-LUMO gap: 9.122 eV
2S+1: 1
HOMO: -8.67 eV
SMILES: S=C1NO[C@H]2C[C@@H]12
maximum force: 0.065 hartree/bohr
energy relative to the best compared isomer or geometry (same formula, charge and spin): 3.0781 eV
LUMO: 0.450 eV

=====

Here is a structure of composition C20H27N2O3PPtS at a distorted geometry from the Open Molecules 2025 dataset. Energies are from ωB97M-V/def2-TZVPD.

The geometry in XYZ format:
```
55
Properties=species:S:1:pos:R:3:mulliken_charge:R:1
C 4.048 -2.436 -0.798 -0.93
C 3.609 -1.292 -1.454 -0.77
C 2.356 -0.729 -1.169 0.38
C 1.549 -1.347 -0.221 0.57
C 2.018 -2.445 0.507 0.58
C 3.270 -2.990 0.219 -0.69
C 1.932 0.534 -1.873 -0.84
C 0.632 0.474 -2.678 -0.63
N -0.437 -0.452 -2.134 -0.47
Pt -0.435 -0.730 -0.006 1.02
C 1.113 -3.051 1.551 -1.26
P -0.586 -2.826 0.885 0.72
H 4.217 -0.807 -2.218 0.47
H 3.610 -3.855 0.789 0.49
H 5.006 -2.881 -1.062 0.42
H 1.115 -2.489 2.496 0.45
H 1.306 -4.106 1.778 0.59
H 1.810 1.339 -1.134 0.12
H 2.721 0.834 -2.572 0.57
H 0.190 1.478 -2.699 0.36
C -1.802 -3.185 2.149 -1.12
C -0.686 -4.235 -0.279 -1.41
H 0.821 0.158 -3.718 0.55
C -0.304 -1.804 -2.753 -1.13
C -1.770 0.120 -2.507 -1.09
H -0.441 -0.665 1.611 0.21
H -0.422 -1.725 -3.845 0.45
H 0.681 -2.221 -2.511 0.38
H -1.086 -2.451 -2.336 0.36
H -1.914 0.029 -3.595 0.38
H -2.550 -0.417 -1.958 0.34
H -1.781 1.174 -2.203 0.40
H -0.592 -5.182 0.279 0.47
H -1.664 -4.206 -0.779 0.45
H 0.109 -4.200 -1.038 0.34
H -1.705 -4.221 2.497 0.44
H -1.668 -2.489 2.986 0.40
H -2.795 -3.031 1.706 0.39
H -1.935 -0.377 0.516 0.20
O -1.687 2.358 4.247 -0.54
S -2.244 2.585 2.934 1.03
O -3.678 2.657 2.787 -0.53
N -1.571 1.578 1.801 -0.22
C -0.774 2.189 0.935 0.13
O -0.122 1.572 0.025 -0.47
C -0.721 3.662 1.124 0.49
C -0.044 4.639 0.393 -0.57
C -0.174 5.966 0.829 -0.47
C -0.959 6.297 1.954 -0.55
C -1.643 5.313 2.676 -0.50
C -1.490 4.011 2.209 0.21
H 0.540 4.309 -0.466 0.49
H 0.342 6.744 0.287 0.46
H -1.050 7.335 2.284 0.42
H -2.267 5.490 3.552 0.48
```

charge: +2
HOMO-LUMO gap (spin up / spin down): 5.330 / 4.942 eV
2S+1: 5
HOMO (spin up / spin down): -11.92 / -15.10 eV
maximum force: 0.107 hartree/bohr
energy relative to the best compared isomer or geometry (same formula, charge and spin): 1.5093 eV
LUMO (spin up / spin down): -6.591 / -10.161 eV

=====

Here is a structure of composition C14H19BiN4O3STe from the Open Molecules 2025 dataset. Energies are from ωB97M-V/def2-TZVPD.

The geometry in XYZ format:
```
43
Properties=species:S:1:pos:R:3:mulliken_charge:R:1
Bi -0.134 0.175 -1.830 0.67
N 0.549 -1.691 5.928 -0.55
C 0.200 -0.951 4.815 1.03
C 1.116 -0.764 3.774 -0.77
C 0.785 0.017 2.686 -0.48
C -0.465 0.620 2.620 -0.14
C -1.382 0.446 3.646 -0.34
C -1.051 -0.333 4.737 -0.70
S -0.887 1.597 1.226 1.30
O -1.962 2.465 1.596 -0.73
O 0.332 2.140 0.668 -0.70
N -1.336 0.549 0.067 -0.31
C -2.289 -0.406 0.118 0.68
N -2.207 -1.219 -0.960 -0.39
C -3.107 -2.183 -1.075 -0.18
C -4.078 -2.378 -0.109 -0.64
C -4.041 -1.521 0.982 -0.16
N -3.161 -0.537 1.116 -0.43
H 1.312 -2.337 5.825 0.22
H -0.202 -2.033 6.503 0.22
H 2.096 -1.223 3.835 0.29
H 1.500 0.179 1.890 0.49
H -2.348 0.924 3.577 0.46
H -1.762 -0.462 5.545 0.28
H -3.039 -2.811 -1.956 0.41
H -4.816 -3.159 -0.195 0.37
H -4.756 -1.629 1.791 0.42
Te -1.403 1.688 -3.524 -0.34
C 1.916 -1.013 -4.826 -1.03
C 2.200 0.463 -4.679 -0.24
O 2.320 0.774 -3.295 -0.30
C 2.695 2.136 -3.093 -0.34
C 2.916 2.377 -1.619 -0.91
H 1.849 -1.278 -5.881 0.37
H 0.963 -1.277 -4.362 0.14
H 2.702 -1.610 -4.364 0.30
H 1.393 1.061 -5.117 0.25
H 3.136 0.731 -5.182 0.35
H 1.905 2.789 -3.485 0.25
H 3.611 2.332 -3.662 0.39
H 1.994 2.283 -1.044 0.10
H 3.284 3.391 -1.461 0.38
H 3.652 1.678 -1.223 0.27
```

charge: 0
HOMO-LUMO gap: 6.855 eV
2S+1: 1
HOMO: -7.67 eV
maximum force: 0.003 hartree/bohr
energy relative to the best compared isomer or geometry (same formula, charge and spin): 0.0035 eV
LUMO: -0.820 eV

=====

no.,energy (Ha)
1,-365.13275
2,-1680.16436
3,-1179.87885
4,-683.49480
5,-1971.54134
6,-1870.44378